# 1
Entry from the OMol25 dataset: C2H3NO2 in the gas phase in a non-equilibrium geometry (ωB97M-V/def2-TZVPD).

Geometry as XYZ:
```
8
Properties=species:S:1:pos:R:3:forces:R:3:nbo_charge:R:1
O 0.258574 1.125821 1.719059 -2.1 1.2 -2.2 -0.656
C 0.226473 0.367590 0.643665 -1.0 -2.2 -4.1 0.525
C -0.719623 -0.094181 -0.310600 6.4 2.0 2.8 -0.257
N 0.383419 -0.394714 -1.241987 0.1 0.3 1.5 -0.259
O 1.411473 -0.011995 -0.191259 -3.4 1.1 0.8 -0.402
H 0.830492 0.877911 2.384257 2.1 -1.2 2.1 0.497
H -1.705823 -0.314440 -0.422854 -2.5 -0.2 -0.2 0.214
H 0.468749 -1.388084 -1.160213 0.3 -1.1 -0.7 0.337
```
Positions in Å, forces in eV/Å.

SMILES	Oc1c[nH]o1
energy above the lowest of the compared OMol25 structures with the same formula, charge and spin	104.0	kcal/mol
HOMO level	-8.66	eV
frontier orbital gap	9.299	eV
E_LUMO	0.64	eV
E_tot	-7703.3326	eV
F_max	0.142	Eh/bohr


# 2
Entry from the OMol25 dataset: a molecular structure, C47H74BiClN3OP2SSe3Si2Te (ωB97M-V/def2-TZVPD).

Geometry as XYZ:
```
136
Properties=species:S:1:pos:R:3:forces:R:3:mulliken_charge:R:1
Bi -1.866903 -1.527828 -0.242712 -0.1 0.8 0.0 0.502
C -0.002661 -3.420654 2.516617 -0.1 0.0 0.0 -1.304
Si 0.403217 -2.207397 1.111114 0.4 -0.4 0.2 -0.571
C 1.346971 -3.234856 -0.213039 -0.1 0.0 0.0 0.730
C 1.756447 -4.533692 0.108543 0.0 0.0 0.0 0.011
C 2.368283 -5.362876 -0.817615 0.0 0.0 0.0 -0.976
C 2.600965 -4.902890 -2.103838 0.0 0.0 0.0 -1.083
C 2.221570 -3.614008 -2.441025 0.1 0.0 0.0 -0.778
C 1.593948 -2.775897 -1.520707 0.2 0.0 0.0 0.389
P 1.069990 -1.064841 -1.915003 0.0 -0.1 0.0 -0.220
C 2.692237 -0.163727 -2.154439 -0.1 0.0 0.1 0.437
C 3.318786 0.080980 -0.778575 0.1 0.1 0.0 0.236
C 4.597330 0.915367 -0.847389 0.0 -0.1 0.0 -0.786
C 5.613711 0.288484 -1.796905 -0.1 0.1 0.0 -1.032
C 4.982472 0.091101 -3.170435 0.0 0.0 0.0 -0.951
C 3.739983 -0.796590 -3.073824 0.0 0.1 0.0 -0.137
C 0.171343 -1.001155 -3.557482 -0.1 0.1 0.1 1.893
C 0.878560 -0.570440 -4.854486 0.0 -0.1 0.0 -1.177
C 1.366131 -1.720154 -5.732795 -0.1 0.0 0.0 -0.797
C 0.210453 -2.667683 -6.038757 0.0 0.0 0.1 -1.214
C -0.330489 -3.265272 -4.744192 0.1 0.0 0.0 -0.382
C -0.795733 -2.185412 -3.767707 0.3 -0.1 -0.2 0.578
C 1.812281 -1.232705 1.991998 -0.1 0.2 -0.1 1.183
C 2.931136 -1.997982 2.350342 -0.1 0.0 0.0 -0.414
C 3.972564 -1.464473 3.087561 0.0 0.0 0.0 -0.868
C 3.910291 -0.141478 3.509400 0.0 0.0 0.0 -1.545
C 2.817668 0.631588 3.162274 0.0 0.0 -0.1 -0.621
C 1.771343 0.110800 2.392326 0.1 0.0 -0.1 0.451
P 0.308209 1.048977 1.801156 0.1 -0.1 0.1 0.502
C 0.956636 2.636629 1.050697 0.0 0.0 0.0 0.556
C -0.195529 3.650012 1.002468 0.0 0.0 -0.1 0.077
C 0.149294 4.830388 0.097970 0.0 0.0 0.1 -0.266
C 1.444501 5.505382 0.543243 0.0 0.0 -0.1 -1.140
C 2.585190 4.491561 0.588745 0.0 0.0 0.1 -0.746
C 2.248852 3.315009 1.508893 0.0 0.1 -0.1 -0.276
C -0.602433 1.548940 3.341927 -0.2 0.0 -0.1 1.347
C -0.054893 2.562779 4.364297 0.0 -0.1 0.0 -1.292
C 0.710895 1.969718 5.551073 0.0 0.0 0.0 -0.587
C -0.035935 0.802139 6.185936 0.0 0.0 0.0 -1.341
C -0.293548 -0.269462 5.133498 0.0 0.0 0.0 -0.055
C -1.178508 0.289004 4.022813 0.1 0.1 0.0 0.155
H 0.904393 -3.882528 2.914920 0.0 0.0 0.0 0.630
H -0.685303 -4.206796 2.187830 0.0 0.0 0.0 0.229
H -0.463789 -2.877214 3.347449 0.0 0.0 0.0 0.183
H 1.563843 -4.924516 1.099951 0.0 0.0 0.0 0.303
H 2.646311 -6.372546 -0.540237 0.0 0.0 0.0 0.397
H 3.064686 -5.544285 -2.843529 0.0 0.0 0.0 0.400
H 2.414024 -3.255040 -3.443176 0.0 0.0 0.0 0.808
H 2.398748 0.816516 -2.560942 0.0 0.0 0.0 0.394
H 3.547416 -0.886166 -0.318941 0.0 0.0 0.0 0.216
H 2.594734 0.568152 -0.131044 -0.1 0.0 0.1 -0.826
H 5.016517 1.013837 0.157536 0.0 0.0 0.0 0.379
H 4.354096 1.925519 -1.198553 0.0 0.0 0.0 0.204
H 5.919113 -0.686155 -1.400224 0.0 0.0 0.0 0.355
H 6.511916 0.907377 -1.869189 0.0 0.0 0.0 0.487
H 5.700158 -0.342531 -3.872093 0.0 0.0 0.0 0.407
H 4.692850 1.070478 -3.571218 0.0 0.0 0.0 0.318
H 4.031268 -1.763081 -2.652983 0.0 0.0 0.0 0.242
H 3.347067 -0.980887 -4.073044 0.0 0.0 0.0 -0.239
H -0.481601 -0.158158 -3.298176 0.0 0.0 0.0 -0.885
H 1.694120 0.126754 -4.641980 0.0 0.1 0.0 0.455
H 0.138711 -0.013588 -5.443304 0.0 0.0 0.0 0.697
H 2.161563 -2.280433 -5.231400 0.0 0.0 0.0 0.197
H 1.796271 -1.316814 -6.654527 0.0 0.0 0.0 0.329
H 0.530882 -3.457473 -6.723253 0.0 0.0 0.0 0.507
H -0.587122 -2.105235 -6.538007 0.0 0.0 0.0 0.360
H 0.435023 -3.897105 -4.286155 0.0 0.0 0.0 -0.006
H -1.186142 -3.911523 -4.949584 0.1 0.0 0.0 0.424
H -1.027378 -2.667843 -2.813447 0.0 0.0 -0.1 -0.646
H -1.746567 -1.781799 -4.123908 0.2 0.0 0.0 0.327
H 2.994688 -3.032628 2.031122 0.0 0.0 0.0 0.284
H 4.829642 -2.077822 3.339768 0.0 0.0 0.0 0.353
H 4.711338 0.283671 4.102473 0.0 0.0 0.0 0.369
H 2.776652 1.659438 3.494723 0.0 0.0 0.0 0.765
H 1.123876 2.321153 0.009662 0.0 0.0 0.0 -0.226
H -0.403743 4.022597 2.011680 0.0 0.0 0.0 0.211
H -1.099734 3.158147 0.639754 0.0 0.0 0.0 -0.671
H -0.675613 5.549463 0.088314 0.0 0.0 0.0 0.345
H 0.274276 4.461788 -0.924984 0.0 0.0 -0.1 -0.083
H 1.307811 5.936740 1.541840 0.0 0.0 0.0 0.411
H 1.695821 6.328949 -0.131363 0.0 0.0 0.0 0.449
H 3.511320 4.969687 0.920307 0.0 0.0 0.0 0.440
H 2.762750 4.109522 -0.423728 0.0 0.0 0.0 0.220
H 2.144015 3.691390 2.532941 0.0 0.0 0.0 0.154
H 3.077208 2.606101 1.503232 0.0 0.0 0.0 0.103
H -1.458186 2.025252 2.854193 0.0 0.0 0.0 -1.080
H -0.919082 3.105195 4.769525 0.0 0.0 0.0 0.523
H 0.567647 3.308966 3.867176 0.0 0.0 0.0 0.293
H 0.883634 2.759224 6.288476 0.0 0.0 0.0 0.534
H 1.692816 1.611460 5.234354 0.0 0.0 0.0 0.090
H -0.996443 1.152625 6.583206 0.0 0.0 0.0 0.393
H 0.534850 0.399448 7.026952 0.0 0.0 0.0 0.501
H -0.777337 -1.141861 5.582586 0.0 0.0 0.0 0.544
H 0.662655 -0.607599 4.721519 0.0 0.0 0.0 -0.143
H -2.153400 0.546336 4.455617 0.0 0.0 0.0 0.750
H -1.378970 -0.462300 3.257628 0.0 0.0 -0.1 -0.707
Se -4.103245 -1.735404 -3.369528 -0.6 0.2 0.4 -0.461
Se -3.829767 -3.975209 -3.915788 -0.1 -0.1 -0.2 -0.275
Te -3.748907 -5.207056 -1.746387 0.0 0.1 0.2 -0.166
Se -1.634280 -4.338013 -0.696130 0.0 -0.3 0.0 -0.019
C -2.684322 4.882189 -2.949254 0.0 0.0 0.0 -0.774
N -1.443974 4.425217 -3.544106 0.0 0.0 0.1 -0.225
C -0.853550 3.258373 -3.194469 0.0 0.0 0.0 -0.272
N 0.390636 3.076408 -3.739211 0.0 0.0 0.1 -0.447
S -1.531819 2.141612 -2.176135 0.0 0.0 0.1 0.241
H -3.134402 5.625490 -3.605480 0.0 0.0 0.0 0.342
H -2.525472 5.312797 -1.957330 0.0 0.0 0.0 0.186
H -3.358796 4.035959 -2.845242 0.0 0.0 0.0 0.325
H -0.851080 5.130168 -3.951683 0.0 0.0 0.0 0.242
H 0.628778 3.570389 -4.584615 0.0 0.0 0.0 0.210
H 0.742667 2.134982 -3.666469 0.0 0.0 0.0 0.120
Cl -7.329452 -3.871032 0.237644 0.0 0.0 0.0 -0.236
C -5.883020 -3.466812 1.092149 0.0 0.0 -0.1 0.015
C -5.718401 -3.828448 2.409230 0.0 0.0 0.1 -0.280
C -4.527919 -3.485278 3.040669 0.0 0.0 0.0 -1.058
C -3.568793 -2.805116 2.325569 0.1 0.0 -0.1 -0.279
N -3.736673 -2.475164 1.040973 -0.1 -0.2 0.1 0.546
C -4.869094 -2.791592 0.419046 -0.1 0.3 0.0 -0.439
H -6.505972 -4.351443 2.934834 0.0 0.0 0.0 0.454
H -4.353216 -3.741051 4.076247 0.0 0.0 0.0 0.465
H -2.639852 -2.487203 2.779961 0.0 0.0 0.0 0.237
H -5.001220 -2.437961 -0.601567 0.1 -0.2 -0.1 0.316
C -4.978276 1.018378 -0.371127 0.0 0.0 -0.1 -0.783
Si -4.056522 0.878752 1.250187 0.1 0.1 0.1 1.121
C -3.828529 2.653984 1.864733 0.1 0.0 -0.1 -1.129
C -5.235390 0.126969 2.527289 0.0 -0.1 0.0 -1.237
O -2.642054 0.096882 1.139056 -0.2 -0.1 -0.1 -0.186
H -5.911777 1.574416 -0.240183 0.0 0.0 0.0 0.420
H -5.227672 0.045998 -0.801816 0.0 0.0 -0.1 0.142
H -4.368259 1.546752 -1.109850 0.0 0.0 0.0 -0.001
H -4.803261 3.151521 1.868217 0.0 0.0 0.0 0.512
H -3.163043 3.231862 1.217438 0.0 0.0 0.0 0.149
H -3.438321 2.692532 2.886276 0.0 0.0 0.0 0.277
H -5.902329 0.896975 2.924612 0.0 0.0 0.0 0.518
H -4.679312 -0.297972 3.367512 0.0 0.0 0.0 0.222
H -5.862974 -0.663081 2.106996 0.0 0.0 0.0 0.256
```
Positions in Å, forces in eV/Å.

HOMO level	-3.31	eV
frontier orbital gap	5.208	eV
net charge	-1
E_LUMO	1.90	eV
E_tot	-323328.7972	eV
F_max	0.015	Eh/bohr


# 3
Entry from the OMol25 dataset: 8 unconnected molecules or ions with the total composition C32H76N4O16S4 in a non-equilibrium geometry (ωB97M-V/def2-TZVPD).

Geometry as XYZ:
```
132
Properties=species:S:1:pos:R:3:forces:R:3:mulliken_charge:R:1
O 40.758070 4.598710 -7.924810 2.5 3.9 -0.3 -0.532
S 41.394080 5.940710 -8.157020 -2.1 -2.1 0.0 1.100
O 42.812450 6.208760 -8.060270 -2.2 -0.6 0.5 -0.503
O 40.899880 6.388880 -9.624080 0.7 -0.3 0.0 -0.304
C 40.158480 7.575940 -9.640510 -1.4 1.5 0.8 -0.281
C 39.584230 7.704360 -8.219090 -1.6 -1.4 -0.8 -0.355
O 40.465560 7.060890 -7.362650 3.2 -1.0 0.8 -0.286
H 40.681240 8.499600 -9.888890 0.7 -0.4 -0.4 0.298
H 39.294600 7.446310 -10.292440 0.3 0.0 -0.3 0.271
H 38.733110 7.023510 -8.207110 -0.7 0.5 0.0 0.281
H 39.280070 8.674030 -7.824960 0.5 0.0 -0.3 0.311
O 40.999810 -3.773280 -2.460140 0.2 1.1 -0.8 -0.530
S 40.994220 -2.473120 -3.075630 -2.0 0.2 0.1 1.076
O 39.694870 -1.808820 -3.270680 3.3 -0.9 0.7 -0.528
O 42.118950 -1.564140 -2.264390 -1.7 0.0 -0.8 -0.286
C 43.319650 -1.628150 -2.995380 1.5 -0.7 -0.2 -0.317
C 42.948060 -1.698420 -4.429960 -0.3 1.4 -0.9 -0.353
O 41.766050 -2.488870 -4.504140 -0.3 -0.4 0.8 -0.282
H 43.947250 -0.742890 -2.892820 -0.2 0.0 0.7 0.317
H 43.855080 -2.538170 -2.724660 0.2 0.1 0.3 0.292
H 43.739580 -2.005840 -5.113410 -0.2 -0.7 0.3 0.330
H 42.714940 -0.682020 -4.747270 -0.4 0.1 -0.2 0.282
O 37.187650 7.049920 -1.843360 -0.4 -3.0 1.0 -0.514
S 36.647690 5.709770 -1.573700 -2.3 0.7 -1.6 1.062
O 35.149310 5.617730 -1.654980 4.7 -0.4 0.8 -0.532
O 37.303660 4.582390 -2.626960 -2.4 1.6 0.5 -0.316
C 38.457160 4.036810 -2.095930 1.6 0.0 0.2 -0.257
C 38.247740 3.949030 -0.592790 0.0 -0.7 0.6 -0.259
O 37.317870 4.982950 -0.244290 -1.0 1.4 -1.2 -0.288
H 38.657240 3.080030 -2.578250 -0.2 0.0 0.2 0.303
H 39.282210 4.706830 -2.337770 0.3 0.0 0.1 0.266
H 39.145270 4.060210 0.015630 0.1 0.5 -0.3 0.267
H 37.829370 3.000200 -0.256980 -0.4 0.0 -0.3 0.265
O 37.964380 -0.718840 5.111210 2.7 -2.1 -1.3 -0.529
S 39.056720 -1.550440 4.544930 -0.6 2.1 0.8 1.090
O 40.406100 -0.912290 4.434620 -4.0 -2.7 0.0 -0.516
O 39.051050 -3.007570 5.366450 0.8 1.8 -0.4 -0.322
C 38.312310 -4.031490 4.728350 -0.4 0.5 -1.4 -0.244
C 37.792690 -3.394310 3.363930 -0.5 -0.6 0.8 -0.305
O 38.488990 -2.193530 3.117890 2.4 1.0 1.3 -0.284
H 38.972760 -4.878750 4.543820 0.1 0.2 -0.1 0.279
H 37.488270 -4.378330 5.351850 0.0 0.3 0.1 0.265
H 36.761300 -3.043430 3.398960 -0.3 -0.8 0.2 0.286
H 37.981020 -4.102450 2.556980 -0.1 0.3 -0.1 0.280
C 44.411750 4.401050 0.830450 -0.7 0.9 -0.5 -1.281
C 44.596160 5.647660 -0.077260 0.2 0.2 1.0 -0.537
N 43.473670 6.564890 -0.211790 -0.8 -0.5 -0.6 0.051
C 43.243770 7.330450 1.035310 0.5 -0.1 -1.0 -0.305
C 42.047840 8.221120 0.926970 -1.9 -0.6 -0.2 -1.430
C 43.673680 7.413520 -1.411250 0.1 0.4 1.0 -0.682
C 44.843420 8.369650 -1.211890 -0.5 0.3 -0.9 -0.998
H 44.404550 4.665180 1.887940 0.4 0.0 0.0 0.292
H 45.189280 3.674660 0.594010 -0.1 0.0 0.3 0.393
H 43.424060 3.970200 0.666350 0.0 -0.2 -0.3 0.292
H 45.351820 6.282870 0.384910 1.0 -0.4 -0.1 0.358
H 44.927660 5.351690 -1.072550 0.0 -0.1 0.0 0.414
H 43.129070 6.586580 1.823730 -0.1 0.2 0.1 0.399
H 44.082100 7.978140 1.291850 0.6 -0.2 0.2 0.329
H 41.245360 7.631340 0.483940 -0.2 -0.3 0.0 0.352
H 41.645470 8.501940 1.900280 0.3 0.4 0.0 0.403
H 42.061360 9.066390 0.238890 0.7 0.3 0.3 0.285
H 42.753120 7.970490 -1.585730 0.0 0.0 -0.1 0.328
H 43.907300 6.845010 -2.311430 -0.4 -0.5 0.2 0.413
H 45.744490 7.779200 -1.045890 0.1 0.5 0.4 0.258
H 44.584510 9.110640 -0.455580 0.6 -0.1 0.2 0.248
H 44.992210 8.915700 -2.143450 0.1 0.1 -0.1 0.425
C 29.421100 4.978980 7.485760 -0.3 -0.9 -0.1 -1.378
C 30.811670 4.695050 6.925180 -0.4 2.0 -0.4 -0.277
N 31.248150 5.803800 6.021560 1.8 0.0 -0.5 -0.063
C 30.304080 6.165710 4.928580 -0.2 -0.6 0.6 -0.514
C 30.784530 7.226310 3.916470 -0.8 -0.1 1.0 -1.274
C 32.620630 5.480250 5.499130 1.0 0.1 0.7 -0.758
C 32.671390 4.445990 4.428160 -1.1 -0.3 -0.9 -0.786
H 29.296730 5.889800 8.071450 0.4 -0.1 0.1 0.322
H 29.180560 4.098370 8.081410 -0.2 0.2 0.4 0.418
H 28.642570 5.003220 6.723260 0.1 0.0 -0.2 0.349
H 31.527340 4.680490 7.747180 0.1 0.0 0.0 0.379
H 30.820590 3.705260 6.468700 -0.1 -0.2 -0.3 0.265
H 29.978500 5.224620 4.485360 0.0 -0.1 -0.8 0.432
H 29.386030 6.530260 5.389450 0.1 0.2 0.2 0.431
H 31.601920 6.861600 3.294410 0.0 0.6 0.1 0.278
H 29.964370 7.621320 3.316950 -0.3 -0.9 -0.5 0.408
H 30.928670 8.156730 4.465680 1.2 -0.1 0.2 0.306
H 33.301600 5.124110 6.272130 -0.6 0.1 0.8 0.401
H 33.230790 6.270250 5.061280 -0.8 1.1 0.4 0.335
H 31.926480 3.698030 4.699800 0.1 -0.4 -0.6 0.234
H 33.632590 3.981560 4.207910 0.1 0.1 0.4 0.354
H 32.384250 5.007340 3.539050 -0.3 -0.8 -0.5 0.141
C 36.809520 13.820660 2.740400 -0.5 -0.5 0.5 -1.377
C 37.815620 14.519940 3.662970 0.9 -0.8 -1.1 -0.416
N 38.514000 15.675760 3.116340 -0.5 0.3 0.3 -0.066
C 39.608210 15.971470 4.035780 1.3 -0.1 -0.7 -0.356
C 40.825100 14.974940 3.845870 -1.5 1.0 -0.1 -1.277
C 37.556140 16.775590 2.968030 0.2 0.0 0.2 -0.424
C 38.085560 18.086850 2.396270 -0.7 0.2 -0.1 -1.179
H 35.842840 14.298520 2.581410 0.2 0.6 0.1 0.366
H 36.511170 12.899150 3.240310 0.1 -0.2 0.1 0.433
H 37.153760 13.494430 1.759000 0.5 0.4 0.1 0.315
H 37.430410 14.713120 4.664180 -0.6 0.3 0.2 0.391
H 38.652240 13.846840 3.850270 -0.3 -0.6 0.0 0.270
H 39.972860 16.964130 3.771630 0.0 0.0 0.2 0.340
H 39.315800 15.966260 5.085820 -0.4 0.2 0.3 0.317
H 40.763560 14.773330 2.776450 0.6 -0.3 0.0 0.340
H 41.751850 15.480760 4.116760 0.0 -0.2 -0.1 0.401
H 40.701660 14.063010 4.430040 0.1 0.0 -0.1 0.310
H 37.075440 16.970860 3.926630 0.0 0.2 0.6 0.340
H 36.729030 16.394760 2.368900 0.2 0.1 -0.3 0.273
H 37.331370 18.854840 2.568010 -0.2 0.0 0.0 0.372
H 38.182060 18.053280 1.311060 0.5 -0.2 0.1 0.282
H 38.966670 18.506280 2.881860 0.2 -0.4 -0.2 0.345
C 30.612450 10.693650 -4.761220 0.4 -0.1 1.2 -1.302
C 30.150960 11.487120 -3.504120 0.2 0.5 -0.4 -0.342
N 28.864190 12.194790 -3.629330 -0.7 -1.1 0.0 -0.176
C 27.771630 11.178780 -4.041730 1.0 1.8 0.6 -0.458
C 26.562120 11.951040 -4.498770 -0.7 -0.5 0.4 -1.183
C 28.504760 12.811010 -2.296780 0.1 -0.6 -0.1 -0.319
C 29.420660 13.925610 -1.818390 0.2 0.5 -0.9 -1.321
H 30.520930 9.634030 -4.522600 -0.7 -0.1 -0.6 0.320
H 31.696010 10.759910 -4.859220 0.1 0.5 -0.1 0.369
H 30.152540 10.994650 -5.702490 -0.1 -0.1 0.2 0.367
H 30.137010 10.827620 -2.636380 -0.2 -0.5 0.2 0.390
H 30.925590 12.202260 -3.227310 -0.1 0.3 -0.3 0.269
H 27.637660 10.464490 -3.229370 -0.4 0.0 0.3 0.382
H 27.960140 10.600690 -4.946370 1.2 0.0 0.3 0.353
H 26.150570 12.682220 -3.803000 0.3 0.2 -0.1 0.345
H 25.760740 11.222010 -4.618860 -0.2 0.0 -0.4 0.371
H 26.836010 12.374670 -5.465010 -0.4 0.3 0.1 0.266
H 27.491720 13.212830 -2.276930 0.0 -0.2 -0.5 0.295
H 28.523990 12.045840 -1.520730 -0.1 -0.5 0.1 0.353
H 29.307760 14.761600 -2.508660 0.4 0.0 -0.3 0.310
H 29.154750 14.372550 -0.860460 -0.2 -0.6 0.2 0.401
H 30.463860 13.611920 -1.780580 0.0 0.2 0.0 0.311
```
Positions in Å, forces in eV/Å.

SMILES	O=S1(=O)OCCO1.O=S1(=O)OCCO1.O=S1(=O)OCCO1.O=S1(=O)OCCO1.CCN(CC)CC.CCN(CC)CC.CCN(CC)CC.CCN(CC)CC
energy above the lowest of the compared OMol25 structures with the same formula, charge and spin	121.4	kcal/mol
HOMO level	-8.10	eV
frontier orbital gap	8.183	eV
E_LUMO	0.09	eV
E_tot	-116467.9311	eV
F_max	0.094	Eh/bohr


- Number 2 is which compound?
  C47H74BiClN3OP2SSe3Si2Te


- F_max of number 3 (C32H76N4O16S4)?
  0.094 Eh/bohr


- Which formula does entry 2 have?
  C47H74BiClN3OP2SSe3Si2Te


- Number 3 is which compound?
  C32H76N4O16S4